[1]
The following is a DFT calculation (ωB97M-V with the def2-TZVPD basis set) of a structure of composition C40H43AsN3O2PPdSi.

Each line ends with the Löwdin charge.
Element x y z (Å)
Pd 1.444 -0.510 -2.300  0.317
N 2.741 0.470 -4.034  -0.073
C 3.549 1.584 -3.543  -0.217
C 2.710 2.615 -2.754  -0.738
O 3.261 3.716 -2.538  -0.090
O 1.573 2.225 -2.396  -0.127
H 3.306 -0.300 -4.363  0.053
H 2.087 0.756 -4.749  0.060
H 4.104 2.120 -4.323  0.089
H 4.267 1.183 -2.823  0.087
C -2.198 0.146 -1.780  -0.414
C -3.297 -0.018 -0.735  -0.454
As -4.844 1.153 -1.056  1.271
C -4.068 2.885 -0.584  -0.426
C -2.857 3.032 0.087  -0.084
C -2.367 4.298 0.382  -0.062
C -3.089 5.428 0.026  -0.098
C -4.299 5.292 -0.639  -0.111
C -4.777 4.027 -0.951  -0.152
C -5.749 0.780 0.651  -0.399
C -6.366 -0.463 0.794  -0.140
C -7.011 -0.811 1.971  -0.109
C -7.060 0.089 3.028  -0.117
C -6.457 1.331 2.895  -0.101
C -5.803 1.673 1.717  -0.100
P -0.482 -0.598 -1.450  0.807
C -0.325 0.154 0.249  -0.340
C -0.786 -0.411 1.438  -0.117
C -0.679 0.272 2.648  -0.109
C -0.121 1.542 2.681  -0.119
C 0.339 2.118 1.501  -0.113
C 0.251 1.432 0.298  -0.101
C -0.992 -2.324 -1.055  -0.351
C -2.080 -2.949 -1.664  -0.118
C -2.343 -4.299 -1.468  -0.117
C -1.523 -5.058 -0.646  -0.125
C -0.423 -4.454 -0.047  -0.102
C -0.152 -3.112 -0.260  -0.120
H -1.954 1.205 -1.922  0.059
H -2.534 -0.205 -2.762  0.056
H -2.932 0.191 0.271  0.047
H -3.684 -1.038 -0.716  0.047
H -2.264 2.172 0.374  0.081
H -1.408 4.386 0.876  0.098
H -2.698 6.413 0.251  0.095
H -4.862 6.171 -0.932  0.090
H -5.712 3.925 -1.492  0.082
H -6.335 -1.176 -0.025  0.091
H -7.471 -1.787 2.065  0.093
H -7.561 -0.180 3.950  0.090
H -6.482 2.037 3.716  0.094
H -5.322 2.640 1.635  0.092
H -1.235 -1.398 1.426  0.095
H -1.046 -0.190 3.559  0.087
H -0.039 2.083 3.618  0.089
H 0.795 3.102 1.519  0.104
H 0.633 1.879 -0.619  0.073
H -2.724 -2.380 -2.325  0.087
H -3.193 -4.759 -1.962  0.086
H -1.725 -6.112 -0.490  0.083
H 0.250 -5.039 0.571  0.088
H 0.747 -2.672 0.150  0.085
N 3.429 0.517 1.650  0.126
C 3.714 0.356 0.315  -0.152
N 4.133 1.446 -0.259  0.154
C 4.076 2.412 0.733  -0.230
C 4.293 3.785 0.635  -0.010
C 4.114 4.546 1.776  -0.118
C 3.709 3.964 2.988  -0.136
C 3.449 2.608 3.089  -0.060
C 3.632 1.846 1.940  -0.233
H 2.916 -0.144 2.206  0.146
H 3.570 -0.591 -0.188  0.054
H 4.520 4.201 -0.339  0.101
H 4.257 5.619 1.732  0.084
H 3.569 4.596 3.858  0.081
H 3.096 2.170 4.015  0.096
C 5.885 -4.600 -1.150  -0.213
Si 4.043 -4.494 -0.735  0.343
C 3.918 -4.614 1.149  -0.204
C 3.254 -6.064 -1.428  -0.203
C 3.275 -3.014 -1.350  -0.293
C 2.722 -1.969 -1.725  -0.290
H 6.342 -5.507 -0.743  0.011
H 6.413 -3.733 -0.748  0.018
H 6.026 -4.598 -2.234  0.016
H 4.373 -5.531 1.533  0.013
H 2.870 -4.593 1.458  0.008
H 4.415 -3.760 1.615  0.017
H 3.749 -6.968 -1.061  0.013
H 3.309 -6.057 -2.519  0.019
H 2.196 -6.110 -1.158  0.008

Calculated values
net charge: -2
Kohn-Sham gap: 4.4 eV
electronic energy: -4859.33464 Ha
relative energy (zero: lowest compared OMol25 entry of this formula, charge and spin): 0.860 eV
LUMO: 4.03 eV

=====

[2]
The following is a DFT calculation (ωB97M-V with the def2-TZVPD basis set) of a cluster of 9 separate species, C31H49BrF10O36S8 in total.

Each line ends with the Löwdin charge.
Element x y z (Å)
C 1.049 -1.386 5.631  -0.103
C 1.568 0.065 5.449  -0.248
C 1.298 0.993 6.658  -0.169
C 1.913 2.375 6.355  -0.172
O 1.054 3.244 5.597  -0.035
C 0.282 4.036 6.332  -0.688
Br 1.278 5.358 7.514  0.908
O -0.678 3.465 7.236  0.045
C -1.433 4.587 7.626  -0.552
O -2.071 4.682 8.632  0.188
O -1.320 5.587 6.650  -0.002
C -0.752 4.889 5.541  -0.404
C -0.150 5.994 4.626  -0.089
C 0.846 5.458 3.578  -0.192
F 2.152 5.837 3.840  -0.042
C -1.715 4.118 4.600  -0.044
C -3.203 4.131 5.043  -0.027
C -3.873 2.760 4.955  -0.406
F -3.903 2.447 3.619  0.097
F -3.130 1.792 5.539  0.128
C -5.372 2.765 5.439  -0.344
F -6.129 2.913 4.336  0.150
F -5.643 3.849 6.196  0.149
C -5.821 1.534 6.279  -0.340
F -7.095 1.734 6.649  0.166
F -5.123 1.474 7.428  0.165
C -5.700 0.142 5.568  -0.532
F -6.775 -0.580 5.928  0.166
F -4.642 -0.564 5.941  0.186
F -5.716 0.227 4.239  0.176
H 0.415 -1.641 4.771  0.059
H 0.513 -1.503 6.578  0.070
H 1.889 -2.089 5.568  0.071
H 1.141 0.522 4.547  0.110
H 2.659 0.046 5.322  0.105
H 1.888 0.583 7.494  0.123
H 0.247 1.032 6.962  0.115
H 2.800 2.197 5.736  0.133
H 2.278 2.812 7.291  0.094
H 0.365 6.771 5.204  0.107
H -0.960 6.510 4.096  0.127
H 0.576 5.865 2.593  0.114
H 0.795 4.369 3.460  0.118
H -1.364 3.076 4.542  0.133
H -1.677 4.480 3.571  0.128
H -3.744 4.755 4.318  0.147
H -3.392 4.583 6.021  0.128
C -5.285 -2.364 1.916  -0.148
C -6.619 -2.118 1.239  -0.163
O -6.574 -2.935 0.066  -0.187
S -5.712 -4.259 0.377  0.617
O -6.602 -5.318 0.681  -0.199
O -4.699 -4.368 -0.612  -0.225
O -5.020 -3.759 1.728  -0.253
H -4.486 -1.797 1.432  0.139
H -5.305 -2.125 2.976  0.125
H -6.767 -1.075 0.973  0.135
H -7.450 -2.454 1.863  0.136
C -1.875 -3.931 5.464  -0.166
C -0.905 -4.676 4.569  -0.167
O -1.660 -5.781 4.060  -0.178
S -3.202 -5.345 3.896  0.633
O -3.438 -4.961 2.552  -0.213
O -4.010 -6.297 4.566  -0.205
O -3.132 -4.004 4.785  -0.190
H -1.980 -4.424 6.433  0.136
H -1.587 -2.895 5.615  0.115
H -0.028 -5.027 5.107  0.137
H -0.590 -4.060 3.723  0.127
C -1.727 -2.093 -2.188  -0.158
C -1.892 -3.595 -2.235  -0.154
O -0.616 -4.114 -1.824  -0.182
S 0.042 -3.111 -0.759  0.602
O -0.218 -3.598 0.547  -0.217
O 1.353 -2.781 -1.191  -0.228
O -0.917 -1.852 -1.031  -0.188
H -1.192 -1.721 -3.065  0.129
H -2.679 -1.575 -2.101  0.137
H -2.150 -3.958 -3.227  0.139
H -2.643 -3.935 -1.521  0.103
C 3.530 -0.941 -4.302  -0.155
C 2.827 -0.358 -3.098  -0.159
O 2.898 1.060 -3.288  -0.198
S 2.848 1.389 -4.859  0.594
O 1.514 1.721 -5.212  -0.220
O 3.950 2.226 -5.174  -0.222
O 3.152 -0.095 -5.396  -0.192
H 4.615 -0.889 -4.190  0.138
H 3.238 -1.971 -4.496  0.128
H 3.298 -0.643 -2.162  0.141
H 1.774 -0.643 -3.073  0.125
C 3.625 -3.944 -8.100  -0.158
C 2.753 -4.961 -7.394  -0.160
O 3.677 -5.800 -6.689  -0.184
S 4.944 -4.928 -6.231  0.611
O 4.757 -4.533 -4.883  -0.213
O 6.120 -5.584 -6.679  -0.225
O 4.676 -3.654 -7.169  -0.187
H 4.075 -4.363 -9.003  0.136
H 3.082 -3.037 -8.355  0.138
H 2.154 -5.548 -8.085  0.138
H 2.099 -4.484 -6.661  0.133
C 8.115 -8.853 -8.159  -0.161
C 6.667 -8.422 -8.090  -0.167
O 6.111 -8.818 -9.352  -0.190
S 6.841 -10.156 -9.859  0.605
O 6.038 -11.272 -9.512  -0.219
O 7.303 -9.939 -11.181  -0.219
O 8.093 -10.108 -8.851  -0.188
H 8.712 -8.150 -8.745  0.135
H 8.560 -8.970 -7.174  0.136
H 6.558 -7.352 -7.940  0.100
H 6.132 -8.955 -7.301  0.139
C 2.805 4.879 -2.409  -0.139
C 1.441 5.386 -2.820  -0.168
O 0.523 4.406 -2.306  -0.178
S 1.107 3.793 -0.944  0.603
O 0.506 4.467 0.154  -0.232
O 1.109 2.379 -1.052  -0.219
O 2.612 4.328 -1.098  -0.180
H 3.149 4.079 -3.068  0.119
H 3.550 5.670 -2.384  0.141
H 1.342 5.478 -3.892  0.105
H 1.216 6.343 -2.348  0.120
C -1.126 8.835 -6.631  -0.161
C -1.989 7.825 -5.905  -0.161
O -1.056 6.988 -5.211  -0.181
S 0.222 7.858 -4.780  0.604
O 0.059 8.259 -3.430  -0.208
O 1.388 7.198 -5.245  -0.217
O -0.060 9.128 -5.720  -0.180
H -0.693 8.410 -7.538  0.135
H -1.671 9.742 -6.881  0.137
H -2.602 7.235 -6.581  0.138
H -2.629 8.308 -5.163  0.135

Calculated values
SMILES: CCCCO[C@]1(Br)OC(=O)O[C@]1(CCF)CCC(F)(F)C(F)(F)C(F)(F)C(F)(F)F.O=S1(=O)OCCO1.O=S1(=O)OCCO1.O=S1(=O)OCCO1.O=S1(=O)OCCO1.O=S1(=O)OCCO1.O=S1(=O)OCCO1.O=S1(=O)OCCO1.O=S1(=O)OCCO1
Kohn-Sham gap: 10.5 eV
electronic energy: -10677.24659 Ha
relative energy (zero: lowest compared OMol25 entry of this formula, charge and spin): 0.953 eV
LUMO: -0.01 eV

=====

[3]
The following is a DFT calculation (ωB97M-V with the def2-TZVPD basis set) of an isolated molecule of C3H5N3O.

Each line ends with the Löwdin charge.
Element x y z (Å)
C 2.062 -0.445 0.030  -0.011
C 0.580 -0.444 -0.072  -0.373
C -1.398 -1.006 0.008  -0.222
H 2.286 -1.554 0.007  0.096
H 2.620 -0.002 -0.831  0.092
H 2.332 -0.043 1.025  0.090
H -2.277 -1.648 0.089  0.106
H -0.676 2.402 -0.146  0.112
N -0.188 -1.512 -0.016  0.112
N -1.492 0.360 0.026  0.107
N -0.202 0.637 -0.028  -0.179
O 0.178 1.976 0.024  0.070

Calculated values
SMILES: Cc1ncnn1O
Kohn-Sham gap: 10.4 eV
electronic energy: -356.75596 Ha
relative energy (zero: lowest compared OMol25 entry of this formula, charge and spin): 2.760 eV
LUMO: 0.89 eV

=====

Among the records above, which one has the lowest LUMO?
C31H49BrF10O36S8